No. 1
Molecular formula: C34H17BrCl5CrFN4O4S
Method: DFT, ωB97M-V/def2-TZVPD

The geometry in XYZ format:
```
68
Properties=species:S:1:pos:R:3:forces:R:3
Cr -0.2260 -1.0949 0.4551 0.13 -0.83 0.12
Cl -0.6232 1.8015 1.4433 0.16 0.96 -0.01
C -1.5325 0.6914 2.3899 -0.14 -0.60 0.01
C -1.5324 -0.6336 1.9468 -0.71 0.44 1.10
C -2.1703 -1.5227 2.8123 0.26 0.23 -0.33
Cl -2.1059 -3.1835 2.3865 -0.32 -0.71 0.31
C -2.7795 -1.1450 4.0042 -0.02 0.13 -0.08
Cl -3.5093 -2.3139 5.0265 -0.15 -0.20 0.17
C -2.7862 0.1956 4.3759 0.22 -0.01 -0.29
Cl -3.5534 0.6942 5.8282 -0.07 0.06 0.14
C -2.1382 1.1242 3.5630 -0.12 -0.09 0.06
Cl -2.0808 2.7722 4.0302 0.01 0.28 0.04
Br -0.3462 7.2568 -0.4584 0.00 -0.15 -0.09
C -0.2271 5.9519 -1.8397 -0.08 0.10 0.08
C -1.0476 6.0661 -2.9506 0.00 0.13 0.29
C -0.9240 5.1605 -3.9792 0.21 -0.60 -0.13
C -0.0043 4.1018 -3.9072 -0.25 0.74 1.69
C 0.7819 3.9868 -2.7464 -0.10 -0.13 -0.43
C 0.6798 4.9105 -1.7286 -0.09 0.22 0.13
N 0.2031 3.3678 -5.0516 0.29 -0.48 -1.50
N 0.6225 2.1918 -5.1273 -0.03 0.63 -1.42
C 0.6261 1.2768 -4.1255 0.19 -1.03 1.37
C 1.7244 0.4036 -4.0798 -0.68 0.83 -0.23
C 1.9743 -0.4074 -2.9969 -0.08 -0.41 0.79
C 1.0751 -0.4510 -1.9140 0.43 -0.04 -0.37
O 1.2270 -1.1271 -0.8385 0.96 -0.17 -0.27
C -0.1423 0.2947 -2.0335 -0.05 0.34 -0.26
N -0.9963 0.1135 -0.9970 -1.05 1.02 -0.89
C -2.1718 0.7303 -1.0718 0.44 -0.46 0.44
C -2.5469 1.5192 -2.1532 0.15 0.19 -0.60
C -1.6673 1.7429 -3.1909 -0.31 -0.18 0.53
C -0.3982 1.1489 -3.1284 0.39 -0.21 0.04
H -1.7743 6.8611 -3.0097 -0.03 0.11 0.00
H -1.5481 5.2418 -4.8567 0.02 0.05 -0.14
H 1.4916 3.1775 -2.6537 0.06 -0.02 0.00
H 1.2917 4.8166 -0.8454 0.09 0.00 0.07
H 2.4337 0.4650 -4.8931 0.04 0.02 -0.08
H 2.8804 -0.9945 -2.9478 -0.02 -0.08 0.04
H -2.8409 0.5998 -0.2333 0.00 -0.07 0.08
H -3.5343 1.9526 -2.1760 -0.09 0.04 0.07
H -1.9643 2.3426 -4.0383 0.04 0.05 -0.03
F -2.7712 -5.3856 -3.1225 -0.02 -0.02 0.05
C -2.2486 -4.4954 -2.2347 0.05 0.02 0.08
C -0.8968 -4.5383 -1.9581 -0.25 -0.20 -0.20
C -0.3746 -3.5912 -1.0938 0.13 0.16 0.13
C -1.1635 -2.5968 -0.5232 0.00 0.04 0.03
C -2.5294 -2.6397 -0.7797 0.13 0.12 -0.05
C -3.0870 -3.5776 -1.6320 -0.05 -0.16 -0.19
H -0.2701 -5.2835 -2.4288 -0.01 -0.06 -0.02
H 0.6808 -3.6201 -0.8592 0.11 0.02 -0.09
H -3.1807 -1.9229 -0.2978 -0.14 0.11 0.00
H -4.1464 -3.5887 -1.8436 -0.08 -0.05 -0.04
O 1.7508 1.0258 4.3313 0.00 -0.23 0.07
S 2.4517 0.3899 3.2494 -0.07 0.25 -0.05
O 3.3877 1.2033 2.5244 0.09 -0.21 -0.10
N 1.3885 -0.3553 2.2383 0.60 0.33 0.28
C 1.5017 -1.6613 2.3161 0.00 0.13 0.14
O 0.7469 -2.4108 1.6575 -0.07 -0.36 -0.40
C 2.5660 -2.1660 3.2074 0.41 -0.40 0.36
C 2.9312 -3.4868 3.4270 -0.12 0.33 -0.08
C 4.0190 -3.7306 4.2510 -0.02 -0.11 0.00
C 4.7080 -2.6839 4.8489 -0.05 0.12 -0.01
C 4.3198 -1.3635 4.6459 0.12 0.14 0.11
C 3.2474 -1.1269 3.8191 -0.60 -0.04 -0.53
H 2.3769 -4.2848 2.9562 -0.02 -0.05 -0.07
H 4.3383 -4.7485 4.4226 0.03 -0.06 0.04
H 5.5602 -2.8964 5.4777 0.05 -0.01 0.06
H 4.8510 -0.5499 5.1126 0.08 0.11 0.07
```
Positions in Å, forces in eV/Å.

## Properties
<S²> = 3.808
Frontier orbital gap (spin up / spin down) = 6.61 / 6.59 eV
M = 905.76 g/mol
Spin multiplicity = 4
Net charge = -1

---

No. 2
Molecular formula: C23H27BrN3O5RhS
Method: DFT, ωB97M-V/def2-TZVPD

The geometry in XYZ format:
```
61
Properties=species:S:1:pos:R:3:forces:R:3
Rh -0.3899 2.0526 -0.7701 -0.08 -0.09 -0.34
O -0.2249 4.0877 -1.2949 0.05 0.01 0.06
C 1.0424 4.8227 -1.3020 0.00 -0.01 -0.11
C 1.4859 5.1757 0.0993 0.01 0.06 -0.02
C 1.2863 4.0421 1.1050 -0.03 -0.04 0.10
C 1.9985 2.7651 0.7587 -0.08 -0.13 0.01
C 3.2747 2.5193 1.2399 0.02 0.00 -0.02
C 3.8998 1.3064 1.0069 0.06 0.01 0.04
C 3.2280 0.3242 0.2979 -0.06 -0.05 0.01
C 1.9739 0.6053 -0.1899 0.01 0.06 0.10
N 1.3928 1.8067 0.0152 0.04 -0.01 0.11
H -0.8750 4.6224 -0.8147 -0.04 0.00 -0.07
H 0.8956 5.7050 -1.9215 0.03 0.00 -0.02
H 1.7475 4.1651 -1.8046 -0.03 -0.04 -0.01
H 0.9492 6.0547 0.4614 -0.02 0.00 -0.02
H 2.5400 5.4567 0.0496 0.00 0.04 0.00
H 0.2280 3.8335 1.2652 0.01 0.02 -0.01
H 1.6674 4.3771 2.0689 0.02 -0.03 0.01
H 3.7568 3.2875 1.8294 0.00 0.00 0.00
H 4.8895 1.1190 1.4018 0.00 0.00 0.00
H 3.6377 -0.6628 0.1450 0.03 -0.02 -0.02
H 1.4006 -0.1350 -0.7223 -0.07 -0.07 -0.04
Br 3.4969 1.5163 -5.0899 0.01 0.00 0.00
C 1.7632 1.2572 -4.4420 0.00 -0.01 -0.01
C 0.7753 0.6671 -5.2193 0.00 0.01 0.01
C -0.4853 0.4927 -4.6716 -0.02 0.00 -0.02
C -0.7238 0.9152 -3.3796 0.03 0.05 0.00
N 0.2327 1.4995 -2.6431 -0.02 0.12 0.09
C 1.4581 1.6618 -3.1556 0.01 0.01 0.02
H 0.9926 0.3478 -6.2298 0.00 -0.01 0.00
H -1.2808 0.0308 -5.2386 0.00 0.00 0.00
H -1.6935 0.7798 -2.9135 0.00 0.00 0.00
H 2.2178 2.0988 -2.5230 -0.03 0.05 -0.01
C -4.3427 -5.7872 0.0506 0.01 -0.01 -0.01
C -3.1456 -5.0611 0.5926 0.00 -0.01 0.02
C -2.4742 -4.1061 -0.1648 -0.02 0.02 0.00
C -1.3654 -3.4405 0.3384 -0.01 0.04 0.02
C -0.9220 -3.7372 1.6173 -0.03 -0.03 0.09
C -1.5673 -4.6984 2.3904 0.03 -0.02 -0.01
C -2.6719 -5.3475 1.8751 -0.02 0.00 -0.01
S 0.4612 -2.8989 2.3107 0.01 0.06 -0.22
O 1.1098 -2.1617 1.2516 -0.03 0.13 0.09
O 1.1700 -3.8166 3.1361 0.00 -0.03 0.02
N -0.1455 -1.7493 3.3235 -0.02 0.07 -0.05
C -0.3749 -0.3914 2.9121 -0.09 -0.10 -0.07
C -1.7193 -0.1328 2.1255 0.26 -0.03 -0.06
C -1.3545 0.7526 1.0015 -0.10 -0.47 0.17
O -1.2901 2.0141 1.0724 0.08 0.69 0.24
O -0.9236 0.2765 -0.1181 0.07 -0.30 -0.12
H -4.5875 -5.4600 -0.9581 0.00 0.00 0.00
H -5.2146 -5.6245 0.6852 0.00 0.00 0.00
H -4.1590 -6.8619 0.0243 0.00 0.00 0.00
H -2.8200 -3.8907 -1.1686 0.02 0.00 0.00
H -0.8357 -2.7099 -0.2570 0.02 0.02 -0.02
H -1.1881 -4.9525 3.3720 0.00 0.00 -0.01
H -3.1712 -6.1017 2.4706 0.00 0.00 0.00
H -0.5923 -2.1174 4.1501 0.02 0.09 0.07
H 0.4704 -0.1200 2.2808 0.03 0.03 -0.03
H -0.3428 0.2619 3.7822 -0.04 -0.08 0.05
H -2.4646 0.3371 2.7618 -0.04 0.03 -0.02
H -2.0967 -1.0727 1.7236 0.00 -0.01 0.01
```
Positions in Å, forces in eV/Å.

## Properties
Frontier orbital gap = 5.46 eV
M = 640.36 g/mol
Net charge = +2
ΔE to the lowest compared entry with this formula, charge and spin = 0.0 kJ/mol

---

No. 3
Molecular formula: C32H44N7O7P2Pt
Method: DFT, ωB97M-V/def2-TZVPD

The geometry in XYZ format:
```
93
Properties=species:S:1:pos:R:3:forces:R:3
Pt -19.7010 2.7196 -2.3802 1.07 0.13 0.15
O -18.8976 2.0792 -4.6804 0.11 -0.79 1.51
C -17.7372 1.2959 -4.8969 -0.29 -0.07 0.36
C -17.4541 0.5988 -3.5826 -0.60 -0.17 0.97
C -16.4769 -0.3726 -3.5877 1.09 -0.86 1.44
C -16.2026 -1.0937 -2.4210 -1.33 0.50 2.33
C -16.9480 -0.7906 -1.2311 -0.61 0.53 -3.00
C -18.0061 0.1397 -1.3379 2.18 -0.61 0.10
N -18.1924 0.8696 -2.4325 -0.06 -0.03 -2.08
H -19.1324 2.5266 -5.4551 -0.54 1.15 -1.89
H -16.8938 1.9029 -5.1976 0.35 0.46 0.19
H -17.8588 0.5933 -5.7476 -0.25 0.00 0.74
H -15.7685 -0.5600 -4.3774 -0.47 0.16 -0.77
H -15.4684 -1.8962 -2.2815 -0.04 0.54 -0.70
H -16.7076 -1.2779 -0.3329 0.01 -0.59 1.07
H -18.5837 0.4003 -0.4652 -0.15 -0.03 0.00
O -24.5601 0.8872 -7.0847 1.21 -2.27 -1.76
N -25.0328 1.7074 -6.4026 -2.13 2.70 2.43
O -26.2010 2.1126 -6.3987 1.71 -0.38 0.05
C -24.0855 2.3595 -5.4088 -0.89 1.03 -0.88
C -24.0541 3.7145 -5.3886 -1.74 -1.30 -1.41
C -23.0918 4.4369 -4.6828 2.97 -1.07 0.90
C -22.8078 5.7526 -4.9328 1.25 2.51 1.39
C -21.6068 6.3532 -4.3557 -1.63 -2.10 -0.78
C -20.7507 5.5965 -3.5958 -2.22 -2.68 0.25
N -21.0499 4.2243 -3.3323 2.97 3.38 0.53
C -22.0507 3.6605 -3.8847 -4.55 1.11 -2.57
C -22.2949 2.2660 -3.7859 0.60 -2.27 0.59
N -21.4697 1.5657 -2.8974 -0.09 -2.37 -1.51
C -21.4689 0.1914 -2.8607 -1.48 2.89 -1.39
C -22.4508 -0.5643 -3.6075 2.06 1.42 1.99
C -23.3038 0.1277 -4.3994 0.55 1.42 -0.60
C -23.2204 1.6029 -4.6238 0.83 -3.10 2.44
H -24.7703 4.1425 -6.0959 0.26 0.57 0.49
H -23.5007 6.4773 -5.4156 0.50 -1.03 -0.03
H -21.4017 7.3588 -4.5947 0.29 1.02 -0.01
H -19.9329 5.9840 -3.0549 1.06 0.29 0.22
H -20.6678 -0.2109 -2.2817 0.13 -0.52 0.39
H -22.4595 -1.6370 -3.4374 -0.26 0.15 -0.42
H -23.9359 -0.5553 -4.9010 -1.24 0.25 -0.98
C -23.2983 3.8119 0.4891 -0.64 0.15 -1.04
N -22.0922 4.4037 0.9815 1.29 -0.09 -0.42
C -21.5745 3.8063 2.1954 0.14 1.52 2.05
N -21.2603 2.4283 1.8770 0.87 0.27 -1.13
C -22.3435 1.6958 1.3093 -1.64 0.28 -1.09
N -22.9208 2.4440 0.0773 2.12 1.47 3.50
C -23.5319 1.7938 -0.8915 -2.24 -2.29 -2.24
P -19.7363 3.5581 -0.2309 0.96 -0.69 -0.53
C -21.0693 4.8226 0.0553 -0.37 0.70 0.85
C -19.9647 2.2887 1.2403 0.22 1.09 0.02
H -23.6395 4.4430 -0.4086 0.17 -1.16 1.34
H -24.0263 3.7918 1.3299 0.11 0.16 -0.65
H -22.4010 3.9007 2.9276 0.72 -0.40 -0.03
H -20.6332 4.3733 2.5613 -1.64 -1.00 -0.54
H -23.0985 1.5695 2.1112 0.02 0.05 -0.57
H -22.0507 0.7296 0.9029 0.23 0.01 0.36
H -24.3344 2.2151 -1.4865 0.17 0.43 0.26
H -23.5324 0.7019 -0.9051 0.23 0.37 0.25
H -21.4663 5.1291 -0.9022 -0.35 -0.36 -0.34
H -20.6445 5.7450 0.4667 0.51 -0.25 0.16
H -19.1952 2.4523 1.9892 0.24 0.46 0.09
H -19.7618 1.2862 0.8674 -0.54 0.09 -0.23
C -13.5824 3.7890 -0.2268 1.01 -0.68 -1.82
C -14.7707 3.3500 -1.0424 -1.34 0.01 0.69
C -14.7726 3.6374 -2.5143 -0.24 1.01 -0.34
C -15.1498 1.9140 -0.7717 0.15 -0.42 -1.23
O -15.9904 4.0736 -0.3805 -0.10 0.05 -0.15
P -17.2175 4.6989 -1.0618 0.16 -0.64 -1.87
O -17.8007 4.1203 -2.3203 0.25 -0.55 0.04
O -18.3797 4.4611 0.0356 -1.53 -0.48 1.30
O -16.9994 6.1800 -1.3504 0.01 1.07 0.44
C -16.2388 7.2631 -0.5400 0.48 -0.94 -1.08
C -14.7414 6.9098 -0.6075 -1.00 0.45 -1.96
C -16.8647 7.1994 0.8184 0.12 -0.36 -0.13
C -16.5084 8.5281 -1.2963 -0.74 0.22 0.38
H -12.8455 3.0189 -0.5310 0.10 0.47 0.51
H -13.7624 3.7119 0.8135 -0.24 -0.17 1.02
H -13.1361 4.7599 -0.4570 -0.35 -0.21 -0.16
H -13.8013 3.3536 -2.9128 0.05 0.30 -0.21
H -15.0461 4.6928 -2.7074 0.88 -0.29 0.01
H -15.5574 3.1251 -3.0629 0.00 -0.54 0.20
H -14.3781 1.2188 -1.1150 0.06 0.20 -0.27
H -16.0834 1.6702 -1.3284 0.71 0.26 0.71
H -15.1972 1.7432 0.2753 -0.51 -0.16 1.00
H -14.4750 6.2698 0.1539 0.47 -1.68 1.55
H -14.1529 7.7843 -0.4442 0.30 0.85 -0.02
H -14.4369 6.4828 -1.6052 -0.48 0.52 1.01
H -16.8662 6.1379 1.1585 0.33 1.06 0.44
H -17.8767 7.5816 0.8098 -0.43 -0.12 -0.26
H -16.3368 7.9211 1.4164 0.47 -0.22 0.86
H -16.2615 8.4143 -2.3394 -0.21 -0.21 -0.46
H -15.8012 9.2882 -0.9576 -0.48 0.19 0.33
H -17.5808 8.7967 -1.1397 0.94 0.25 -0.38
```
Positions in Å, forces in eV/Å.

## Properties
<S²> = 6.017
Frontier orbital gap (spin up / spin down) = 5.96 / 4.78 eV
M = 895.77 g/mol
Spin multiplicity = 5
Net charge = +3
ΔE to the lowest compared entry with this formula, charge and spin = 127.5 kJ/mol

---

No. 4
Molecular formula: C4H10N4
Method: DFT, ωB97M-V/def2-TZVPD

The geometry in XYZ format:
```
18
Properties=species:S:1:pos:R:3:forces:R:3
C 1.2245 -1.3679 -0.4963 -0.62 -0.44 0.44
C -1.9998 0.3423 1.7681 -0.04 -0.32 0.01
N -0.8039 0.5798 0.9792 0.64 -0.03 -0.14
C 0.3531 0.4528 1.3921 -1.56 1.08 0.87
C 1.2523 -0.3477 -1.3865 1.34 0.46 -0.33
N -0.4946 0.1656 -1.7969 -0.14 -0.71 0.96
N 1.3411 0.7457 2.0478 0.52 -0.26 -0.62
N 2.0956 0.3781 -1.9814 -0.56 -0.36 -0.45
H -0.8168 0.4804 -0.8377 0.27 -0.40 -0.81
H -0.9438 -0.7099 -2.0502 -0.17 0.19 0.05
H -0.6908 0.8700 -2.4920 0.18 0.10 -0.26
H 2.1927 0.2144 1.9578 0.03 -0.26 0.11
H 1.7245 1.0545 -2.6363 0.10 0.44 0.56
H 0.5653 -2.2166 -0.6214 -0.34 0.27 0.03
H 1.9705 -1.5038 0.2772 0.27 0.24 -0.48
H -1.7687 -0.0514 2.7609 -0.05 0.04 -0.05
H -2.6491 -0.3648 1.2450 0.04 0.01 0.11
H -2.5521 1.2785 1.8707 0.09 -0.03 0.02
```
Positions in Å, forces in eV/Å.

## Properties
Frontier orbital gap = 7.57 eV
M = 114.15 g/mol
ΔE to the lowest compared entry with this formula, charge and spin = 402.1 kJ/mol

---

Number 1: F_max 1.86 eV Å⁻¹. Number 2: F_max 0.74 eV Å⁻¹. Number 3: F_max 5.34 eV Å⁻¹. Number 4: F_max 2.08 eV Å⁻¹.